1.
{
  "formula": "C40H38AsN11OPd",
  "method": "the ωB97M-V functional and the def2-TZVPD basis",
  "symbols": ["Pd", "C", "N", "C", "N", "C", "N", "C", "C", "C", "C", "C", "C", "C", "N", "N", "C", "O", "C", "C", "C", "C", "C", "C", "N", "C", "N", "C", "N", "C", "H", "H", "H", "H", "H", "H", "H", "H", "H", "H", "H", "H", "H", "H", "H", "H", "C", "As", "C", "C", "C", "C", "C", "C", "C", "C", "H", "H", "H", "H", "H", "H", "H", "H", "H", "H", "H", "H", "H", "C", "C", "N", "C", "C", "C", "C", "C", "C", "C", "C", "N", "C", "N", "H", "H", "H", "H", "H", "H", "H", "H", "H"],
  "positions_angstrom": [[-0.258133, 0.020795, 0.480511], [4.996582, -0.560557, -0.975805], [3.780809, -0.117786, -0.265742], [2.552440, -0.592940, -0.356245], [1.748771, 0.137648, 0.414645], [2.588938, 1.054172, 0.983469], [3.828947, 0.924603, 0.598502], [5.489676, -1.933192, -0.583291], [6.401591, -2.557630, -1.427743], [6.919289, -3.800649, -1.098105], [6.525042, -4.436945, 0.069996], [5.613321, -3.813911, 0.911296], [5.100139, -2.560957, 0.587916], [5.167569, -4.488507, 2.137554], [5.429206, -5.666385, 2.558205], [4.697637, -5.815690, 3.764299], [4.077739, -4.711623, 3.931150], [4.317362, -3.805059, 2.944852], [3.116874, -4.310673, 4.965046], [2.571025, -5.248351, 5.836691], [1.601920, -4.852503, 6.745507], [1.149967, -3.536084, 6.768407], [1.704229, -2.599801, 5.905903], [1.207188, -1.181744, 5.842656], [0.358735, -0.958172, 4.646607], [0.711168, -0.954985, 3.371387], [-0.362934, -0.782355, 2.604553], [-1.371857, -0.677128, 3.521688], [-0.974647, -0.780811, 4.765146], [2.704616, -2.990643, 5.027441], [5.734755, 0.208298, -0.759625], [4.780739, -0.524758, -2.042199], [2.270043, -1.421665, -0.986504], [2.273512, 1.807885, 1.685271], [6.713089, -2.072056, -2.346077], [7.630437, -4.278569, -1.758557], [6.912169, -5.411948, 0.335124], [4.405878, -2.085409, 1.270472], [2.904130, -6.277004, 5.786868], [1.181912, -5.576470, 7.430951], [0.368719, -3.243122, 7.460084], [2.031767, -0.472607, 5.790643], [0.577562, -0.925657, 6.688865], [1.722689, -1.096259, 3.026778], [-2.405893, -0.511943, 3.267655], [3.178898, -2.262282, 4.378014], [0.713719, 3.572623, -0.627660], [-0.583249, 2.422043, 0.195703], [-2.234059, 3.118095, -0.485068], [-0.485140, 2.959839, 2.078021], [-1.102234, 4.313847, 2.303716], [-0.296786, 5.446428, 2.364814], [-0.856482, 6.696233, 2.604157], [-2.225558, 6.818921, 2.783805], [-3.037378, 5.691125, 2.726268], [-2.476841, 4.445506, 2.488617], [0.461925, 4.578927, -0.289893], [0.631159, 3.511934, -1.709918], [1.725080, 3.317730, -0.323235], [-2.273074, 4.156775, -0.161558], [-3.091135, 2.576535, -0.097534], [-2.216884, 3.064566, -1.572153], [0.581321, 2.965223, 2.306660], [-0.948951, 2.180398, 2.682075], [0.776823, 5.354993, 2.237479], [-0.219543, 7.569465, 2.660512], [-2.660434, 7.790061, 2.981228], [-4.105178, 5.784274, 2.876360], [-3.113165, 3.566600, 2.467263], [-4.108581, -1.688394, 0.535627], [-2.788442, -1.387358, 0.764976], [-2.142140, -0.452047, 0.034018], [-2.790279, 0.138819, -0.980234], [-4.110926, -0.131092, -1.289556], [-4.786944, -1.028204, -0.481083], [-4.778770, 0.554310, -2.424755], [-4.407557, 0.568539, -3.700569], [-3.273144, -0.126675, -4.357436], [-3.041768, 0.078885, -5.704439], [-1.982160, -0.602796, -6.281260], [-1.206036, -1.435218, -5.586079], [-1.531363, -1.566392, -4.301571], [-2.513009, -0.962644, -3.635024], [-4.596600, -2.439737, 1.140281], [-2.204274, -1.906022, 1.505874], [-2.222861, 0.816921, -1.591533], [-5.831818, -1.245544, -0.670671], [-5.692562, 1.081398, -2.167527], [-5.038745, 1.130744, -4.380601], [-3.663172, 0.744890, -6.289058], [-1.749112, -0.483493, -7.333224], [-0.920889, -2.255706, -3.727177]],
  "forces_ev_per_angstrom": [[-0.2, -0.2, -0.4], [-0.2, 0.1, 0.1], [0.5, 0.0, 0.1], [-0.2, 0.0, -0.2], [0.6, 0.7, 0.6], [0.1, -0.1, 0.0], [-0.1, -0.2, -0.2], [-0.1, 0.0, 0.0], [0.0, -0.1, 0.0], [0.0, 0.0, 0.0], [0.0, 0.0, -0.1], [0.0, -0.2, 0.2], [0.0, 0.1, 0.0], [0.0, 0.4, -0.4], [-0.3, -0.3, 0.7], [0.5, -0.1, -0.7], [-0.4, 0.3, 0.3], [0.0, -0.1, 0.0], [0.1, -0.2, -0.1], [0.0, 0.0, 0.1], [0.0, 0.0, 0.0], [0.0, 0.0, 0.0], [0.0, 0.0, -0.1], [-0.2, 0.0, -0.1], [0.0, 0.0, 0.4], [0.0, -0.1, -0.2], [0.3, -0.2, 0.2], [-0.1, 0.1, 0.0], [0.2, 0.0, -0.2], [0.0, 0.1, 0.0], [0.0, 0.0, 0.0], [0.0, 0.0, 0.0], [0.0, 0.0, 0.0], [0.0, -0.1, 0.0], [0.0, 0.0, 0.0], [0.0, 0.0, 0.0], [0.0, 0.0, 0.0], [0.0, 0.0, 0.0], [0.0, 0.0, 0.0], [0.0, 0.0, 0.0], [0.0, 0.0, 0.0], [0.0, 0.0, 0.0], [0.0, 0.0, 0.0], [0.0, 0.0, 0.0], [0.0, 0.0, 0.0], [0.0, 0.0, 0.0], [0.0, 0.0, -0.1], [0.3, -0.6, 0.0], [0.0, 0.1, -0.1], [-0.1, 0.1, 0.0], [0.2, -0.1, 0.2], [0.0, 0.1, -0.1], [0.0, -0.1, 0.0], [0.0, 0.0, 0.0], [0.1, 0.0, 0.0], [0.0, 0.0, 0.1], [0.1, 0.0, -0.1], [0.0, 0.0, 0.0], [0.0, 0.0, 0.0], [-0.1, 0.0, -0.1], [0.0, 0.0, 0.0], [0.0, 0.0, 0.0], [0.0, 0.1, 0.1], [-0.1, 0.0, 0.0], [0.0, 0.0, 0.0], [0.0, 0.0, 0.0], [0.0, 0.0, 0.0], [0.0, 0.0, 0.0], [0.0, 0.0, 0.0], [0.0, -0.1, 0.0], [0.1, 0.0, -0.3], [-0.8, 0.4, 0.3], [0.2, -0.4, 0.1], [-0.1, 0.1, -0.3], [-0.2, -0.1, 0.0], [0.0, -0.1, 0.4], [0.2, 0.0, -0.3], [-0.3, 0.1, 0.5], [0.0, 0.0, -0.2], [0.2, -0.1, 0.0], [-0.4, 0.2, 0.2], [0.1, -0.1, 0.1], [0.2, 0.0, -0.4], [0.0, 0.0, 0.0], [0.0, 0.0, 0.1], [0.0, 0.0, 0.0], [0.0, 0.0, 0.0], [0.0, 0.0, 0.0], [0.0, 0.0, 0.0], [0.0, 0.0, 0.0], [0.0, 0.0, 0.0], [0.0, 0.0, 0.0]],
  "e_homo_ev": [-12.81, -12.81],
  "total_energy_ha": -4587.78377,
  "lumo_ha": [-0.2503, -0.2503],
  "de_lowest_kj_mol": 100.72,
  "total_charge": 2
}


2.
{
  "formula": "BrCl3P2",
  "method": "the ωB97M-V functional and the def2-TZVPD basis",
  "symbols": ["P", "P", "Cl", "Cl", "Cl", "Br"],
  "positions_angstrom": [[-0.310020, 0.769635, -0.659847], [0.198803, -0.758241, 0.860533], [-2.018486, 1.225243, 0.262066], [-0.874231, -0.321332, -2.272316], [1.196533, 0.303427, 2.340509], [1.807402, -1.218732, -0.530944]],
  "forces_ev_per_angstrom": [[1.2, 1.2, 0.1], [-0.2, -0.6, 0.3], [-1.5, 0.5, 0.4], [-0.5, -0.4, -0.1], [-0.3, 0.1, -0.6], [1.4, -0.8, -0.3]],
  "e_homo_ev": -9.31,
  "total_energy_ha": -4637.38284,
  "lumo_ha": -0.0094,
  "de_lowest_kj_mol": 23.58
}


3.
{
  "formula": "C11H19BCl2FN3O6",
  "method": "the ωB97M-V functional and the def2-TZVPD basis",
  "symbols": ["N", "B", "O", "C", "C", "C", "C", "F", "N", "N", "C", "C", "C", "C", "Cl", "C", "C", "C", "O", "H", "H", "H", "H", "H", "H", "H", "H", "H", "H", "H", "H", "H", "H", "H", "H", "H", "H", "H", "O", "Cl", "O", "O", "O"],
  "positions_angstrom": [[2.642656, -2.200730, 0.191290], [2.314347, -1.020448, 0.896140], [3.014738, -0.701934, 2.072848], [1.241184, 0.052701, 0.382712], [1.732217, 1.212540, -0.207450], [3.196063, 1.451051, -0.347448], [3.601472, 2.936164, -0.317764], [4.795987, 3.049181, 0.346284], [0.866026, 2.097660, -0.647887], [-0.444198, 2.068420, -0.575951], [-0.956802, 1.015655, 0.006230], [-2.445086, 1.018230, 0.125831], [-2.855219, 2.094993, 1.161741], [-4.289093, 2.555357, 1.024371], [-4.613444, 3.229807, -0.596576], [-0.117043, -0.034899, 0.478127], [-0.761009, -1.223461, 1.116102], [-1.635876, -2.067340, 0.128607], [-1.501964, -1.610016, -1.189176], [3.506948, -2.565545, 0.576384], [1.889538, -2.883359, 0.273916], [2.436625, -0.848873, 2.828800], [3.754918, 0.955425, 0.440500], [3.478265, 1.040274, -1.319422], [2.841520, 3.537870, 0.185714], [3.757675, 3.339451, -1.317835], [1.245661, 2.919920, -1.104151], [-2.884068, 1.252236, -0.837114], [-2.799359, 0.070401, 0.501990], [-2.207608, 2.957955, 1.008843], [-2.649306, 1.719074, 2.163544], [-4.462066, 3.356776, 1.736318], [-5.023044, 1.784718, 1.238866], [-1.426216, -0.875549, 1.906752], [-0.031916, -1.871895, 1.599786], [-1.461811, -3.136819, 0.223576], [-2.674271, -1.896941, 0.427153], [-2.352462, -1.422498, -1.587322], [-1.156324, -4.005439, -2.722010], [0.259197, -4.276178, -2.605003], [0.464129, -5.693567, -2.458232], [0.763391, -3.582156, -1.432112], [0.945629, -3.798213, -3.776973]],
  "forces_ev_per_angstrom": [[-0.1, 0.7, 1.1], [0.3, -0.4, 0.4], [-0.2, 0.3, -0.3], [0.2, -0.3, 0.0], [0.3, -0.6, 0.5], [0.0, 0.9, -0.8], [-0.1, -0.3, -0.2], [0.1, 0.1, 0.2], [0.8, 0.8, -0.5], [-0.3, 0.0, 0.0], [0.3, -0.3, -0.4], [0.0, 0.5, 1.0], [0.4, 0.0, -0.8], [0.0, 0.2, 0.5], [0.0, 0.0, 0.0], [-0.9, -0.6, 0.4], [-0.3, -0.6, -0.1], [-1.0, 0.5, 0.1], [0.7, 0.5, 0.0], [-0.2, -0.4, 0.0], [0.1, -0.2, -1.4], [0.2, 0.3, 0.2], [-0.1, -0.2, 0.1], [0.2, -0.3, 0.1], [0.2, 0.1, 0.3], [-0.1, 0.0, -0.1], [-0.4, 0.1, 0.0], [0.0, -0.1, -0.2], [-0.1, -0.2, -0.3], [0.0, 0.1, 0.0], [-0.2, 0.0, 0.2], [-0.1, 0.1, 0.0], [0.0, -0.2, -0.2], [0.0, 0.1, 0.2], [0.2, 0.1, -0.1], [0.5, 0.0, -0.2], [-0.1, -0.3, 0.2], [-0.1, -0.4, 0.0], [0.0, 0.0, 0.0], [-0.5, -0.3, -0.4], [0.1, 0.1, 0.2], [0.2, 0.1, 0.4], [0.1, 0.1, 0.1]],
  "e_homo_ev": -8.05,
  "total_energy_ha": -2091.08877,
  "lumo_ha": -0.0625
}